DFT (ωB97M-V with the def2-TZVPD basis set) results for 2 unconnected molecules or ions with the total composition C10H15NS.

```
27
C10H15NS | the Open Molecules 2025 dataset | ωB97M-V with the def2-TZVPD basis set
C -1.190 -1.608 -2.183
C -0.880 2.132 -1.633
C -0.008 -0.873 -2.124
C -1.469 1.714 -0.493
C -0.811 1.804 0.759
C 0.837 -0.253 0.115
C -2.746 0.907 -0.375
C 0.906 -0.578 2.515
C 2.905 -1.318 1.084
C 1.701 -0.342 1.251
N 0.624 -0.546 -1.044
S -0.958 2.453 2.178
H -1.487 -2.019 -3.110
H -1.592 -1.741 -1.186
H -1.262 2.072 -2.631
H 0.179 2.663 -1.564
H 0.459 -0.532 -2.982
H -2.715 -0.060 -1.054
H -2.906 0.758 0.785
H -3.551 1.642 -0.704
H -0.001 -0.080 2.429
H 0.668 -1.655 2.466
H 1.545 -0.472 3.454
H 3.784 -1.276 1.732
H 2.649 -2.411 1.019
H 3.190 -0.992 -0.005
H 2.131 0.611 1.302
```

Results
**Orbital gap (spin up / spin down)**: 6.1594 / 6.7902 eV
**ΔE to the lowest compared entry with this formula, charge and spin**: 158.0 kcal per mole
**E_HOMO (spin up / spin down)**: -6.27 / -6.69 eV

=====

DFT (ωB97M-V with the def2-TZVPD basis set) results for 16 unconnected molecules or ions with the total composition CH30O18.

```
49
CH30O18 | the Open Molecules 2025 dataset | ωB97M-V with the def2-TZVPD basis set
C -0.138 -0.284 0.218
O 0.968 0.411 0.696
O -0.985 -0.551 1.089
O -0.368 -0.252 -1.025
O 0.919 0.361 3.419
H 0.714 0.047 2.555
H 0.242 0.986 3.583
O -1.645 0.822 -4.293
H -1.064 1.512 -3.908
H -1.814 0.348 -3.490
O -0.089 2.017 -2.058
H -0.611 2.693 -1.600
H -0.279 1.177 -1.579
O -2.588 -0.635 -2.077
H -1.748 -0.434 -1.622
H -3.104 0.142 -2.168
O 3.387 0.630 1.978
H 3.772 -0.212 2.249
H 2.596 0.483 1.485
O 0.758 -0.719 -3.347
H 0.451 -0.459 -2.483
H 0.660 -1.649 -3.325
O 3.179 -0.659 -2.093
H 2.341 -0.640 -2.652
H 2.974 -0.252 -1.287
O 0.073 2.757 1.632
H 0.780 3.028 2.213
H 0.259 1.846 1.313
O -0.475 -2.441 2.783
H -0.243 -3.305 2.461
H -0.683 -1.875 2.047
O -2.539 1.472 0.160
H -3.377 1.031 0.407
H -1.889 0.761 0.404
O -3.055 -1.907 0.497
H -2.196 -1.559 0.785
H -3.054 -1.688 -0.449
O -0.266 -3.069 -0.650
H -0.398 -2.131 -0.633
H 0.683 -3.088 -0.673
O -1.452 1.682 3.440
H -0.879 2.271 2.915
H -1.791 0.948 2.925
O 2.221 1.917 -0.755
H 1.717 1.280 -0.192
H 1.529 2.329 -1.270
O 2.165 -2.043 0.595
H 1.676 -1.252 0.429
H 2.668 -1.845 1.348
```

Results
**Orbital gap**: 9.1974 eV
**ΔE to the lowest compared entry with this formula, charge and spin**: 12.3 kcal per mole
**E_HOMO**: -3.98 eV
**Total charge**: -2

=====

DFT (ωB97M-V with the def2-TZVPD basis set) results for a single CH3NO2S molecule.

```
8
CH3NO2S | the Open Molecules 2025 dataset | ωB97M-V with the def2-TZVPD basis set
C 0.748 -2.124 -0.523
N 0.052 0.210 -0.208
O 0.304 -2.402 -1.583
O 2.525 0.143 -1.072
S 1.618 -0.422 -0.004
H 0.473 -2.594 0.440
H 0.205 1.084 0.270
H -0.176 0.504 -1.147
```

Results
**Orbital gap**: 9.4176 eV
**ΔE to the lowest compared entry with this formula, charge and spin**: 35.8 kcal per mole
**E_HOMO**: -9.34 eV

=====

DFT (ωB97M-V with the def2-TZVPD basis set) results for a single C2H4S molecule.

```
7
C2H4S | the Open Molecules 2025 dataset | ωB97M-V with the def2-TZVPD basis set
C -0.074 0.726 -0.006
C -0.055 -0.698 0.006
S 1.604 0.033 -0.001
H -0.573 1.393 -0.733
H -0.230 1.186 0.887
H -0.522 -1.296 0.806
H -0.150 -1.344 -0.960
```

Results
**Orbital gap (spin up / spin down)**: 5.4866 / 8.7333 eV
**ΔE to the lowest compared entry with this formula, charge and spin**: 46.0 kcal per mole
**2S+1**: 3
**E_HOMO (spin up / spin down)**: -4.46 / -11.16 eV

=====

DFT (ωB97M-V with the def2-TZVPD basis set) results for a molecular structure, C2H16Ni2O14.

```
34
C2H16Ni2O14 | the Open Molecules 2025 dataset | ωB97M-V with the def2-TZVPD basis set
Ni 3.946 -23.125 22.731
Ni 2.147 -26.055 22.958
C 2.700 -23.893 20.503
O 3.540 -22.906 20.724
O 2.135 -24.083 19.415
O 2.539 -24.570 21.603
C 3.593 -24.135 25.132
O 3.271 -24.752 24.064
O 3.553 -24.618 26.311
O 4.341 -23.113 25.005
O 2.545 -21.587 23.021
H 2.112 -21.386 23.859
H 1.849 -21.576 22.348
O 1.398 -27.195 19.231
H 1.118 -26.278 19.110
H 2.340 -27.176 19.034
O 5.391 -21.700 22.512
H 5.746 -21.107 23.182
H 5.678 -21.367 21.653
O -0.665 -24.129 20.753
H -0.637 -24.608 21.586
H 0.233 -24.198 20.400
O 3.883 -20.286 19.206
H 4.700 -19.992 19.616
H 3.603 -21.065 19.710
O 0.674 -22.158 18.039
H 1.136 -22.850 18.543
H 1.131 -22.132 17.193
O 3.276 -25.358 17.193
H 3.850 -26.042 17.547
H 2.900 -24.899 17.965
O 6.178 -23.420 19.133
H 5.329 -23.557 19.574
H 6.582 -24.291 19.083
```

Results
**Orbital gap (spin up / spin down)**: 8.5282 / 5.7147 eV
**2S+1**: 5
**E_HOMO (spin up / spin down)**: -10.06 / -9.72 eV

=====

DFT (ωB97M-V with the def2-TZVPD basis set) results for a gas-phase ion, C6H14N3 (charge +1).

```
23
C6H14N3 | the Open Molecules 2025 dataset | ωB97M-V with the def2-TZVPD basis set
C 0.562 -1.256 0.563
C 0.597 1.134 0.495
C -1.613 -0.027 0.412
C 1.494 -1.838 -0.479
C 1.562 1.809 -0.455
C -2.984 -0.088 -0.189
N 0.959 -0.051 1.170
N -0.631 -0.797 -0.208
N -0.523 0.617 -0.237
H 0.428 -1.943 1.384
H 0.195 1.880 1.202
H -1.573 -0.026 1.531
H 2.362 -1.325 -0.644
H 0.979 -1.983 -1.516
H 1.785 -2.813 -0.175
H 1.003 2.591 -1.118
H 2.056 0.949 -0.934
H 2.381 2.445 0.025
H -2.939 -0.035 -1.295
H -3.785 0.700 0.226
H -3.414 -1.112 0.018
H 1.925 0.145 1.425
H -0.823 1.025 -1.200
```

Results
**Orbital gap**: 10.7592 eV
**ΔE to the lowest compared entry with this formula, charge and spin**: 77.2 kcal per mole
**Structure (SMILES)**: C[C@@H]1N[C@H](C)N2[C@H](C)[N@@H+]12
**E_HOMO**: -13.58 eV
**Total charge**: +1

=====

DFT (ωB97M-V with the def2-TZVPD basis set) results for a single C8H18NO3PS3 molecule.

```
34
C8H18NO3PS3 | the Open Molecules 2025 dataset | ωB97M-V with the def2-TZVPD basis set
S -3.946 1.862 -2.167
N 1.737 -1.211 -0.206
O 3.548 0.166 -0.436
O -5.153 -0.296 -0.587
O -2.503 0.126 -0.167
S 0.067 0.438 1.744
S -3.244 -1.360 -2.764
C 2.446 -0.244 0.282
C 2.207 -1.816 -1.450
C 3.915 1.522 -0.229
C -5.030 -0.578 0.784
C -1.161 0.293 -0.757
C -0.454 1.287 0.181
C 2.439 -0.458 2.773
C 1.904 0.346 1.602
P -3.727 0.087 -1.298
H -4.486 -1.356 -3.315
H 3.222 -2.201 -1.352
H 1.557 -2.657 -1.730
H 2.165 -1.069 -2.240
H 4.293 1.620 0.810
H 3.020 2.205 -0.360
H 4.716 1.871 -0.971
H -6.001 -0.806 1.191
H -4.685 0.300 1.322
H -4.344 -1.457 0.946
H -0.588 -0.660 -0.785
H -1.173 0.710 -1.767
H -1.117 2.152 0.377
H 0.440 1.706 -0.313
H 3.519 -0.649 2.663
H 2.273 0.135 3.681
H 1.889 -1.387 2.820
H 2.257 1.379 1.716
```

Results
**Orbital gap**: 8.8801 eV
**ΔE to the lowest compared entry with this formula, charge and spin**: 0.0 kcal per mole
**Structure (SMILES)**: C/N=C(\OC)[C@H](C)SCCO[P@@](=S)(S)OC
**E_HOMO**: -8.37 eV

=====

DFT (ωB97M-V with the def2-TZVPD basis set) results for 2 unconnected molecules or ions with the total composition C2H4S2.

```
8
C2H4S2 | the Open Molecules 2025 dataset | ωB97M-V with the def2-TZVPD basis set
C 1.351 -0.286 1.261
C -1.381 0.247 -1.280
S 2.247 -0.222 -0.117
S -1.725 1.597 -0.516
H 0.260 0.189 1.460
H -0.584 0.133 -2.002
H -1.740 -0.754 -0.913
H 1.572 -0.904 2.106
```

Results
**Orbital gap**: 8.2058 eV
**ΔE to the lowest compared entry with this formula, charge and spin**: 50.8 kcal per mole
**Structure (SMILES)**: C=S.C=S
**E_HOMO**: -8.91 eV

=====

DFT (ωB97M-V with the def2-TZVPD basis set) results for 3 unconnected molecules or ions with the total composition C5H14O2.

```
21
C5H14O2 | the Open Molecules 2025 dataset | ωB97M-V with the def2-TZVPD basis set
C -1.995 1.358 -0.863
C -1.023 0.421 -1.537
C 0.434 0.759 -1.313
C 1.432 -0.102 -1.373
C 2.852 0.213 -1.007
H -2.965 1.267 -1.348
H -1.831 2.406 -0.931
H -2.076 1.162 0.210
H -1.185 0.304 -2.610
H -1.196 -0.615 -1.216
H 0.621 1.806 -1.121
H 1.215 -1.145 -1.593
H 2.871 1.233 -0.667
H 3.647 0.038 -1.714
H 3.083 -0.361 -0.108
H -2.242 -1.456 2.574
H -2.844 -0.856 1.342
O -2.882 -0.781 2.304
H 0.693 -1.201 2.353
H 2.037 -1.432 1.768
O 1.617 -1.311 2.629
```

Results
**Orbital gap**: 9.8852 eV
**ΔE to the lowest compared entry with this formula, charge and spin**: 20.4 kcal per mole
**Structure (SMILES)**: C/C=C/CC.O.O
**E_HOMO**: -9.46 eV

=====

DFT (ωB97M-V with the def2-TZVPD basis set) results for 2 unconnected molecules or ions with the total composition C14H11N5O4.

```
34
C14H11N5O4 | the Open Molecules 2025 dataset | ωB97M-V with the def2-TZVPD basis set
N -0.568 5.062 0.282
C -0.590 4.086 0.928
C -0.626 2.889 1.705
C -1.711 2.026 1.893
C -1.504 0.717 2.390
N -2.517 -0.280 2.209
O -3.657 0.052 1.823
O -2.199 -1.483 2.437
C -0.215 0.274 2.771
C 0.810 1.215 2.797
N 2.183 0.927 2.694
O 2.849 -0.056 2.977
O 2.755 2.022 2.015
N 1.801 3.004 1.714
C 0.649 2.486 2.207
H -2.705 2.336 1.574
H -0.085 -0.669 3.297
C 0.525 -1.856 -4.758
C 0.347 -1.586 -3.291
C 0.070 -2.648 -2.421
C -0.070 -2.435 -1.054
C 0.150 -1.148 -0.515
N 0.191 -0.932 0.862
C 0.384 -0.067 -1.391
C 0.470 -0.295 -2.762
H 0.574 -0.921 -5.322
H 1.450 -2.415 -4.949
H -0.297 -2.459 -5.158
H -0.039 -3.653 -2.832
H -0.308 -3.247 -0.364
H 1.132 -0.836 1.245
H -0.386 -1.580 1.411
H 0.489 0.934 -0.962
H 0.646 0.535 -3.448
```

Results
**Orbital gap**: 6.2558 eV
**ΔE to the lowest compared entry with this formula, charge and spin**: 16.8 kcal per mole
**Structure (SMILES)**: N#Cc1cc([N+](=O)[O-])cc2c1no[n+]2[O-].Cc1ccc(N)cc1
**E_HOMO**: -8.57 eV

=====

DFT (ωB97M-V with the def2-TZVPD basis set) results for a molecular structure, C5H8N3S2.

```
18
C5H8N3S2 | the Open Molecules 2025 dataset | ωB97M-V with the def2-TZVPD basis set
C -0.580 0.422 1.972
C 0.541 0.297 -1.790
C 0.559 -0.569 1.841
C 0.754 -1.032 0.438
C -1.065 -0.819 -0.323
N -0.463 1.222 2.895
N -0.706 -0.151 -1.533
N 0.798 1.074 -2.876
S -1.930 0.195 0.815
S 1.715 0.032 -0.571
H 1.458 0.045 2.114
H 0.292 -1.317 2.513
H 0.698 -2.042 0.257
H -1.369 -1.810 -0.372
H -1.208 1.850 3.331
H -1.395 0.095 -2.165
H 0.131 1.046 -3.583
H 1.770 1.464 -2.964
```

Results
**Orbital gap**: 9.1504 eV
**ΔE to the lowest compared entry with this formula, charge and spin**: 0.0 kcal per mole
**E_HOMO**: -12.93 eV
**Total charge**: +1

=====

DFT (ωB97M-V with the def2-TZVPD basis set) results for a molecular structure, C28H32Cl2O3SiZr.

```
67
C28H32Cl2O3SiZr | the Open Molecules 2025 dataset | ωB97M-V with the def2-TZVPD basis set
C -2.214 -1.556 -1.215
C -2.654 -1.425 0.133
C -1.847 -2.271 0.945
C -3.710 -0.529 0.637
C -0.919 -2.932 0.099
C -1.105 -2.446 -1.226
C -0.255 -2.774 -2.384
C -2.802 -0.892 -2.392
C -1.936 -2.388 2.412
C 0.072 -3.944 0.512
Zr 0.757 0.884 0.014
Cl -0.595 0.902 1.966
Cl -1.181 1.813 -1.286
O 1.267 -1.012 0.306
H -4.240 -0.059 -0.195
H -3.278 0.272 1.256
H -4.432 -1.080 1.254
H -2.012 -1.396 2.878
H -1.046 -2.884 2.814
H -2.816 -2.974 2.715
H 0.346 -3.818 1.566
H 0.976 -3.863 -0.103
H -0.332 -4.962 0.390
H 0.796 -2.837 -2.066
H -0.332 -1.989 -3.144
H -0.540 -3.732 -2.841
H -3.153 0.114 -2.136
H -3.643 -1.474 -2.798
H -2.047 -0.789 -3.178
H 1.473 -1.412 1.169
O 1.821 0.851 -1.906
H 1.312 1.321 -2.586
O 1.881 2.312 0.802
Si 2.802 3.652 0.696
C 4.557 3.121 0.407
C 5.592 4.055 0.274
C 6.889 3.621 -0.032
C 7.153 2.257 -0.193
C 6.124 1.324 -0.038
C 4.825 1.754 0.260
C 2.148 4.560 -0.800
C 0.877 5.143 -0.732
C 0.245 5.584 -1.899
C 0.890 5.466 -3.136
C 2.170 4.903 -3.201
C 2.796 4.446 -2.035
C 2.448 4.488 2.324
C 1.123 4.472 2.786
C 0.813 4.921 4.073
C 1.834 5.361 4.923
C 3.160 5.365 4.472
C 3.466 4.935 3.174
H 5.382 5.122 0.395
H 7.685 4.358 -0.149
H 8.161 1.920 -0.440
H 6.321 0.259 -0.150
H 4.016 1.024 0.336
H 0.370 5.240 0.230
H -0.758 6.009 -1.837
H 0.395 5.811 -4.045
H 2.684 4.807 -4.158
H 3.778 3.971 -2.089
H 0.316 4.086 2.155
H -0.227 4.912 4.407
H 1.595 5.690 5.937
H 3.962 5.700 5.131
H 4.500 4.936 2.820
```

Results
**Orbital gap**: 3.5040 eV
**E_HOMO**: 0.65 eV
**Total charge**: -2

=====

| no. | DFT total energy (a.u.) | F_max (eV/A) |
| --- | --- | --- |
| 1 | -842.71763 | 5.1 |
| 2 | -1410.53308 | 6.1 |
| 3 | -643.25707 | 3.0 |
| 4 | -476.57703 | 5.2 |
| 5 | -4155.75117 | 3.2 |
| 6 | -400.92721 | 5.3 |
| 7 | -2132.01101 | 3.6 |
| 8 | -874.87912 | 2.9 |
| 9 | -349.34332 | 1.3 |
| 10 | -1114.52467 | 2.8 |
| 11 | -1155.67127 | 5.0 |
| 12 | -2569.13004 | 3.2 |